Record 1
14
Properties=species:S:1:pos:R:3:lowdin_charge:R:1 method="wB97M-V/def2-TZVPD" orbital_gap_ev=8.8 e_homo_ev=-8.13 charge=0
N 1.27196 -1.23560 0.35676 -0.0115
N 0.07512 -1.19605 1.05867 -0.0338
C -0.76508 -0.28232 0.73854 -0.1405
C -0.45857 0.70711 -0.35031 -0.4846
N -0.87794 0.68554 -1.57802 -0.4072
S -2.03940 -0.32604 -2.12455 0.7158
N 0.34391 1.70348 0.13026 -0.0332
O 1.26461 1.47668 1.16615 -0.0688
H 1.71826 -2.08426 0.67998 0.0832
H 0.98272 -1.36611 -0.69721 0.1506
H -1.74883 -0.30940 1.19423 0.1134
H -2.32341 -0.92490 -0.93975 -0.1506
H 0.73992 2.45819 -0.53588 0.1857
H 1.81674 0.69369 0.90111 0.0815

Record 2
13
Properties=species:S:1:pos:R:3:lowdin_charge:R:1 method="wB97M-V/def2-TZVPD" orbital_gap_ev=8.2 e_homo_ev=-9.05 charge=0
C 0.98497 -0.43123 -0.15984 -0.4227
C -0.34520 0.28967 -0.16902 -0.5373
H 1.72616 1.39142 0.38895 0.0317
H 2.87217 -0.06755 -0.27348 0.1782
H 1.97303 -2.18171 -0.09057 0.0730
H -1.25392 1.90469 -0.49925 0.0248
H -0.97912 -1.48144 0.20841 0.0543
H -3.46907 1.11931 0.94027 0.0668
N 1.99012 0.49387 0.16147 0.1010
N 1.00552 -1.74743 -0.20720 0.0813
N -0.26429 1.60973 -0.30633 0.1064
N -1.27681 -0.52884 0.13629 -0.3935
S -2.96355 -0.37049 -0.12971 0.6359

Record 3
13
Properties=species:S:1:pos:R:3:lowdin_charge:R:1 method="wB97M-V/def2-TZVPD" orbital_gap_ev=7.8 e_homo_ev=-7.12 charge=0
C 0.19802 -0.05827 -1.73637 -0.2614
C -1.20338 0.27249 1.95001 -0.4475
N -0.12114 0.53342 -0.44956 -0.0538
N 0.76925 -0.00857 0.35156 -0.5483
N 1.40078 -0.76908 -1.47074 -0.0512
N 1.68482 -0.75059 -0.18364 -0.0140
S 0.58487 0.27673 2.06361 0.9043
H -0.82041 -0.66439 -1.98320 0.1218
H 0.25524 0.81089 -2.46663 0.1077
H -1.64930 0.68863 2.87719 0.0371
H -1.60709 -0.77308 1.81216 0.0597
H -1.64941 1.07184 1.29536 0.0493
H 2.15776 -0.63002 -2.05976 0.0962

Record 4
13
Properties=species:S:1:pos:R:3:lowdin_charge:R:1 method="wB97M-V/def2-TZVPD" orbital_gap_ev=10.1 e_homo_ev=-9.44 charge=0
H 0.19167 1.53161 1.41940 -0.0238
N -0.22743 1.08965 2.16692 0.0910
C -1.12490 0.26612 1.83509 -0.3970
N -1.60592 -0.05267 0.59567 -0.3179
S -0.97345 0.56873 -0.88845 0.9617
C 0.48641 -0.37607 -1.12590 -0.8480
N 1.33915 0.26965 -2.01873 0.0395
N 0.66385 -1.47291 -0.51766 0.0522
H 1.63351 -1.94756 -0.55261 0.0875
H -1.66293 -0.28308 2.60580 0.1127
H -2.34740 -0.72266 0.51593 0.0775
H 1.31826 1.25653 -2.00683 0.0461
H 2.30919 -0.12732 -2.02863 0.1186

Record 5
13
Properties=species:S:1:pos:R:3:lowdin_charge:R:1 method="wB97M-V/def2-TZVPD" orbital_gap_ev=7.4 e_homo_ev=-7.75 charge=0
C -0.07583 -0.68876 0.34138 -0.3665
C -1.23086 0.13067 0.88415 -0.0542
N 0.68907 -0.14421 -1.80595 0.0435
N -0.16319 -0.91629 -1.12439 -0.0072
N 1.04999 0.20559 0.34461 -0.0586
N 1.32455 0.51717 -0.95561 -0.7871
S 2.32950 1.78406 -1.16329 0.4593
H 0.10375 -1.47939 0.97518 0.1069
H -2.18880 -0.48377 1.10041 0.1175
H -1.54612 0.88123 0.25666 0.0525
H -0.83555 0.50587 1.73664 0.0238
H -0.46662 -1.83738 -1.61150 0.1828
H 1.01012 1.52520 1.02171 0.2872

Record 6
13
Properties=species:S:1:pos:R:3:lowdin_charge:R:1 method="wB97M-V/def2-TZVPD" orbital_gap_ev="7.1 / 7.2" e_homo_ev="-6.38 / -9.34" multiplicity=3 charge=0
C 0.14201 -0.85759 -0.00401 -0.4295
C 1.07208 0.14488 0.67010 -0.0895
N -0.37551 -0.16852 -1.19622 0.0723
N -0.91395 -1.32520 0.89643 0.0535
N -0.42494 2.17301 -0.78086 -0.1665
N -0.46075 1.05606 -1.28056 -0.6674
S -1.22476 2.16824 -2.38638 0.7567
H 0.85027 -1.72507 -0.27395 0.1579
H 1.66824 -0.19545 1.42008 0.0364
H 0.66336 1.01797 1.02193 0.0257
H 1.93553 0.41049 -0.03077 0.1146
H -1.47924 -2.12277 0.65044 0.0680
H -1.45235 -0.57606 1.29377 0.0677

Record 7
13
Properties=species:S:1:pos:R:3:lowdin_charge:R:1 method="wB97M-V/def2-TZVPD" orbital_gap_ev="6.8 / 7.9" e_homo_ev="-5.82 / -8.84" multiplicity=3 charge=0
C 1.28409 0.03307 -0.42243 -0.2287
C 0.83884 -0.89123 0.68675 -0.4280
N -2.21182 0.72146 0.95028 -0.0513
N -1.68154 1.06376 -0.05966 -0.0215
N 0.22846 -0.08532 -1.53641 -0.1329
N -0.96148 -0.46254 -1.00240 -0.4870
S -0.73351 -1.65267 0.11008 0.8509
H 1.26984 1.13910 -0.05780 0.1209
H 2.39534 -0.15425 -0.73163 0.1295
H 1.52515 -1.63357 0.99805 0.0574
H 0.48656 -0.36973 1.48264 0.0073
H -2.50060 1.46790 1.59915 0.0618
H 0.06066 0.82404 -2.01662 0.1216

Record 8
13
Properties=species:S:1:pos:R:3:lowdin_charge:R:1 method="wB97M-V/def2-TZVPD" orbital_gap_ev=9.2 e_homo_ev=-15.32 charge=+1
C -0.01609 0.03288 0.70683 -0.2347
C 0.51304 -1.25055 0.98836 -0.0117
N 0.97598 -1.94252 0.02005 0.1344
N 1.17616 -1.37623 -1.17567 0.0257
N 1.11370 -0.17784 -1.35815 0.0231
N 0.52289 0.58160 -0.44724 0.0810
N -0.74549 0.92558 1.37584 0.1946
H -1.41843 0.14702 -2.32069 0.0632
H 0.55630 -1.57641 2.03036 0.1498
H -0.69232 0.22938 -2.36311 0.0203
H 0.40316 1.62507 -0.38343 0.1961
H -1.51858 0.86885 2.05594 0.1613
H -0.87034 1.91317 0.87092 0.1969

Record 9
15
Properties=species:S:1:pos:R:3:lowdin_charge:R:1 method="wB97M-V/def2-TZVPD" orbital_gap_ev=10.4 e_homo_ev=-14.28 charge=+1
C -0.92041 -1.47289 -0.52528 -0.3686
C 0.73228 0.01084 -0.17323 -0.4334
N -2.47273 1.65324 -0.26131 0.2036
N -1.87437 -0.42911 -0.62208 0.1630
N 2.01831 0.12249 0.14240 0.2559
N -0.14412 0.83801 0.28527 0.2378
N -1.74650 0.70217 -0.24214 -0.2015
O 0.36739 -1.04309 -0.87579 0.1514
O -0.76514 -1.85393 0.78194 0.0698
H -1.36604 -2.20102 -1.05566 0.1402
H -2.33225 2.60235 0.18241 0.1534
H 2.39589 0.93290 0.62346 0.1486
H 2.63147 -0.69246 0.06665 0.1586
H -0.12099 1.40005 1.12413 0.1615
H -0.67580 -2.83806 0.86458 0.1598

Record 10
14
Properties=species:S:1:pos:R:3:lowdin_charge:R:1 method="wB97M-V/def2-TZVPD" smiles="[H]/N=P/NN1CCN=N1" orbital_gap_ev=9.3 e_homo_ev=-8.95 charge=0
H 4.92740 -0.74490 -0.02670 -0.0250
N 4.08272 -0.17082 0.24345 -0.3453
P 2.75238 -0.51388 -0.52640 0.7684
N 1.55343 0.25869 0.41033 -0.2265
N 0.35266 -0.47950 0.46529 -0.2527
C -0.91272 0.26388 0.08214 -0.0894
C -1.71598 -0.97672 -0.38578 -0.1732
N -0.77560 -2.08128 -0.24355 -0.0170
N 0.33402 -1.74593 0.16884 -0.0513
H 1.94157 0.50615 1.25407 0.0296
H -0.67265 1.02924 -0.60645 0.0862
H -1.47043 0.71333 0.91120 0.1028
H -2.73214 -1.06360 -0.01348 0.1113
H -1.71412 -0.90361 -1.42939 0.0821

Record 11
14
Properties=species:S:1:pos:R:3:lowdin_charge:R:1 method="wB97M-V/def2-TZVPD" orbital_gap_ev=7.2 e_homo_ev=-8.07 charge=0
C -0.46345 -0.80439 -0.20918 -0.5260
C 0.63901 0.92097 0.43429 -0.5799
H -1.87741 -1.58628 -2.64666 0.0861
H -0.16282 -0.90526 -2.16073 0.1295
H 1.73896 2.55356 -0.37289 0.0174
H 2.42491 1.58099 1.31269 0.2818
H -1.31765 1.23076 1.38381 0.2588
H -0.38116 -1.80056 2.33248 0.3194
N -0.97203 -1.78198 -2.10517 -0.0752
N -1.03371 -1.84893 -0.67276 -0.0234
N 0.04050 0.48254 -0.63876 0.1106
N 1.42915 2.15465 0.45923 0.0875
N 0.05167 0.62073 1.71447 0.0080
N -0.11597 -0.81681 1.16917 -0.0946

Record 12
14
Properties=species:S:1:pos:R:3:lowdin_charge:R:1 method="wB97M-V/def2-TZVPD" orbital_gap_ev=8.8 e_homo_ev=-8.77 charge=0
C -0.51280 2.26513 0.93058 -0.0753
C 0.01401 -1.21528 -0.23635 -0.4502
H -1.56682 2.28136 1.36748 0.0846
H 0.06530 2.68561 1.78958 0.0734
H -0.35998 3.08062 -0.04206 0.1417
H 0.42328 -2.67583 -0.56452 -0.0042
H -0.17887 -0.76047 -2.32269 0.1784
H -1.50135 1.15515 -2.11284 0.2071
N -0.05437 0.89761 0.60739 -0.1793
N 1.00225 0.18772 1.29139 0.0607
N 0.93331 -1.07352 1.01164 0.0604
N -0.19174 -2.17003 -1.08653 0.1236
N -0.54653 0.01681 -0.37893 -0.1878
N -0.26990 0.41778 -1.77072 -0.0330